(1)
DFT (the ωB97M-V functional and the def2-TZVPD basis) results for a molecular structure, C33H49BCaGeN9O8P.

```
! RIJCOSX wB97M-V def2-TZVPD def2/J DEFGRID3
* xyz 1 2
Ca 1.19703 -0.46385 0.19840
C 1.33710 3.31623 2.19618
C 0.71252 2.71854 1.09621
N 1.49383 1.77334 0.56925
N 2.62071 1.75870 1.30298
C 2.54532 2.66025 2.30195
B 3.79789 0.81627 0.93088
N 3.84051 0.65901 -0.60249
C 4.88122 0.92994 -1.41684
C 4.54965 0.51796 -2.68876
C 3.26059 -0.00761 -2.55508
N 2.83758 0.08917 -1.30150
N 3.61805 -0.60426 1.54265
C 4.08946 -1.05803 2.72125
C 3.86978 -2.41703 2.77803
C 3.22921 -2.71304 1.56932
N 3.07242 -1.61729 0.83540
N 5.14283 1.35365 1.40768
C 6.29733 0.63031 1.44010
C 7.29747 1.45463 1.88006
C 6.65697 2.69076 2.09693
N 5.37157 2.62131 1.80881
H 0.99100 4.13522 2.80215
H -0.21541 2.99676 0.62080
H 3.36078 2.82916 2.97814
H 5.77919 1.39982 -1.05435
H 5.15855 0.58654 -3.57273
H 2.63995 -0.45904 -3.31399
H 4.56339 -0.40475 3.43457
H 4.12918 -3.08960 3.57675
H 2.89981 -3.67255 1.20190
H 6.31907 -0.40470 1.13831
H 8.33641 1.21166 2.02147
H 7.08068 3.61381 2.45800
O -0.59039 -6.12687 2.06201
C -0.34093 -4.86249 1.70658
C 0.11322 -3.89484 2.60632
C 0.36529 -2.62711 2.12524
N 0.16196 -2.29559 0.85469
C -0.31385 -3.20248 0.00622
C -0.57986 -4.50256 0.37618
C -0.69815 -2.61170 -1.31785
O -1.54497 -3.12137 -2.01861
O -0.13105 -1.43963 -1.58756
C 0.74792 -1.46357 3.01950
O 0.80127 -1.60041 4.22173
O 0.92055 -0.33202 2.37415
H -0.41264 -6.27006 2.99752
H 0.26761 -4.11427 3.65576
H -0.96158 -5.22975 -0.32664
C -1.01073 1.32128 5.17963
C -1.40877 2.32158 4.11598
O -1.92034 1.70498 2.90812
P -1.15521 0.62006 2.00858
O -1.70022 -0.78077 2.49683
C -3.10200 -1.10919 2.66103
C -3.30754 -1.72376 4.03005
O -1.95256 0.77492 0.61628
C -2.59727 1.97159 0.12294
C -4.10204 1.81876 0.20021
H -0.61548 1.85512 6.04292
H -0.23909 0.64129 4.80979
H -1.86536 0.72926 5.50330
H -0.55708 2.94604 3.85194
H -2.22316 2.96178 4.45122
H -3.34549 -1.81944 1.87063
H -3.70894 -0.21371 2.53021
H -2.50000 -2.42367 4.24691
H -4.25704 -2.25639 4.06139
H -3.30753 -0.95979 4.80451
H -2.27701 2.08784 -0.91199
H -2.28404 2.83781 0.70380
H -4.43175 0.94339 -0.35973
H -4.56877 2.70468 -0.23089
H -4.42583 1.72267 1.23632
C -5.07353 -1.45386 -5.65454
C -3.85904 -1.47627 -4.73150
C -2.58235 -1.05065 -5.45650
C -1.29957 -1.30668 -4.65433
Ge -1.27354 -0.47228 -2.85790
C -0.26428 1.22689 -2.78006
C -0.63557 2.28145 -3.83122
C -1.89647 3.08772 -3.51958
C -3.19687 2.29897 -3.65995
H -5.98776 -1.68629 -5.10870
H -4.95964 -2.18544 -6.45549
H -5.19247 -0.46913 -6.11087
H -3.71944 -2.47874 -4.31830
H -4.03698 -0.80087 -3.88921
H -2.65495 0.00584 -5.72984
H -2.50661 -1.61468 -6.39003
H -0.43758 -0.91730 -5.20165
H -1.15586 -2.37641 -4.51614
H -2.53287 -0.54137 -1.99172
H 0.77301 0.92682 -2.94119
H -0.31247 1.65045 -1.77181
H -0.74655 1.80748 -4.81250
H 0.20114 2.97859 -3.91293
H -1.93686 3.93956 -4.20110
H -1.81576 3.49967 -2.50806
H -3.33338 1.96777 -4.69143
H -4.05708 2.91270 -3.39215
H -3.20941 1.41309 -3.01895
*
```

Computed properties:
Kohn-Sham gap (alpha / beta)	0.3122 / 0.2282	Ha

---

(2)
DFT (the ωB97M-V functional and the def2-TZVPD basis) results for a molecular structure, C33H49BrCl3CrO4Se2Si.

```
! RIJCOSX wB97M-V def2-TZVPD def2/J DEFGRID3
* xyz -2 2
Cr -1.66210 -0.02156 1.87497
C 3.93694 -3.23901 -2.43955
C 3.88053 -3.41594 -0.91370
C 5.02383 -2.60209 -0.30451
C 4.09743 -4.89570 -0.56219
C 2.51681 -2.95661 -0.40508
C 2.35079 -2.00001 0.58485
C 1.08133 -1.56523 0.91424
Se 0.84597 -0.18184 2.21947
C 1.21175 1.27956 1.00774
C 2.50163 1.63940 0.67786
C 2.73515 2.64808 -0.24761
C 1.61845 3.32131 -0.74834
C 0.31075 3.01220 -0.40704
C 0.07327 1.90340 0.45772
O -1.12024 1.49316 0.76062
C -0.87067 3.85832 -0.88062
C -1.87166 2.99687 -1.66871
C -1.56001 4.45075 0.36038
C -0.43450 5.01804 -1.78036
C 4.16630 2.96321 -0.68191
C 5.02305 3.32545 0.54035
C 4.23713 4.13022 -1.66965
C 4.75621 1.72028 -1.36805
C -0.10996 -2.02222 0.29901
O -1.24027 -1.43321 0.52567
C 0.05648 -3.13928 -0.57830
C 1.34624 -3.51637 -0.92079
C -1.09763 -3.97926 -1.14990
C -0.85890 -5.45111 -0.76600
C -1.13011 -3.83829 -2.67974
C -2.47826 -3.60691 -0.60794
H 4.91550 -3.54028 -2.82754
H 3.76302 -2.19301 -2.69845
H 3.17290 -3.83858 -2.93491
H 5.97724 -2.93643 -0.72233
H 5.06569 -2.73027 0.77857
H 4.90323 -1.54090 -0.52828
H 5.06712 -5.24666 -0.93143
H 3.31711 -5.51908 -1.00071
H 4.06998 -5.03090 0.52043
H 3.19014 -1.55755 1.10713
H 3.32077 1.11371 1.15740
H 1.77728 4.14260 -1.43350
H -2.29119 2.21575 -1.03811
H -1.37856 2.52365 -2.52252
H -2.69456 3.61695 -2.03817
H -1.98891 3.65919 0.97333
H -2.36114 5.13248 0.06108
H -0.83986 5.00334 0.96956
H 0.05260 4.65563 -2.68968
H 0.24886 5.69420 -1.25959
H -1.31733 5.58917 -2.07546
H 4.59093 4.18211 1.06076
H 6.04288 3.58101 0.23531
H 5.07767 2.49426 1.24363
H 3.84692 5.04666 -1.22227
H 3.66811 3.91262 -2.57515
H 5.27629 4.30927 -1.95738
H 4.77891 0.87549 -0.67944
H 5.77636 1.91085 -1.71782
H 4.13897 1.43835 -2.22292
H 1.45119 -4.32236 -1.64015
H 0.05887 -5.84455 -1.20837
H -1.69575 -6.06847 -1.10470
H -0.77949 -5.53812 0.31903
H -0.18125 -4.14043 -3.12932
H -1.32219 -2.79866 -2.95154
H -1.92755 -4.45926 -3.09865
H -2.50619 -3.72775 0.47212
H -3.22926 -4.27488 -1.04338
H -2.75116 -2.58085 -0.83917
C -5.25283 3.47458 0.48832
Si -5.28636 1.96682 1.66143
C -5.06806 2.57417 3.44064
C -7.07735 1.33249 1.50414
Se -3.94750 0.27689 0.96992
H -6.23996 3.94616 0.45465
H -4.98625 3.15334 -0.51957
H -4.52698 4.22201 0.81030
H -5.82756 3.31826 3.70323
H -4.08068 3.00921 3.58732
H -5.14683 1.73291 4.13146
H -7.79526 2.14856 1.63175
H -7.28650 0.56234 2.24902
H -7.22128 0.89118 0.51558
Br -1.70337 1.40603 3.86140
Cl -4.22239 -2.98368 5.00414
C -3.68942 -3.53234 3.39482
Cl -3.63305 -5.30525 3.39757
Cl -4.87186 -3.00942 2.19702
C -2.22616 -2.91144 3.11824
O -1.31248 -3.71778 3.10515
O -2.21779 -1.65898 3.04317
*
```

Computed properties:
Kohn-Sham gap (alpha / beta)	0.2208 / 0.2231	Ha

---

(3)
DFT (the ωB97M-V functional and the def2-TZVPD basis) results for a molecular structure, C33H49BrIrNP3.

```
! RIJCOSX wB97M-V def2-TZVPD def2/J DEFGRID3
* xyz 4 6
C 2.91214 -0.34219 -6.92612
C 3.11945 0.60163 -5.88449
C 4.19908 1.47986 -6.09722
C 4.92193 1.43987 -7.30222
N 4.69021 0.57892 -8.30486
C 3.69435 -0.29166 -8.08869
C 2.33311 0.64539 -4.65601
C 1.65265 0.44994 -3.64860
C 0.96229 -0.08768 -2.53897
C -0.30153 -0.67216 -2.40600
C -0.69486 -1.40551 -1.26931
C 0.10731 -1.44689 -0.14588
C 1.49687 -1.13591 -0.40031
C 1.88596 -0.26505 -1.40308
Ir 1.09084 1.27060 -0.39783
P -1.86190 1.12787 0.55879
H 4.50021 2.21711 -5.34759
H 2.14515 -1.11518 -6.86639
H 5.73265 2.13920 -7.49552
H 3.52389 -0.97869 -8.91403
H 2.93869 -0.01725 -1.60322
H -0.95266 -0.63682 -3.27908
H 2.28768 -1.60488 0.24414
H -1.52623 -2.09444 -1.38404
C -3.05661 1.75220 1.89667
C -3.63581 3.14960 1.77618
H -2.55956 1.62573 2.87124
H -3.88326 1.02498 1.88699
H -4.37162 3.28292 2.58427
H -2.86233 3.91652 1.90230
H -4.16002 3.28678 0.82119
C -1.29253 2.65626 -0.36941
C -1.81948 2.92769 -1.76511
H -0.12928 2.59724 -0.48050
H -1.44902 3.52256 0.28340
H -1.20784 3.72226 -2.21921
H -1.72734 2.04147 -2.40385
H -2.85497 3.27731 -1.74645
C -3.20115 0.34718 -0.47693
C -4.52052 1.10437 -0.65897
H -3.40740 -0.59812 0.05033
H -2.76754 0.08206 -1.45181
H -5.12338 0.58968 -1.41825
H -5.12698 1.13119 0.25313
H -4.37464 2.13337 -1.00231
Br -1.69362 -0.95174 2.55636
P 1.23583 1.25266 1.80138
C 0.27561 2.78176 2.33799
C 0.43395 3.85879 3.40532
H -0.72493 2.33200 2.46080
H 0.28072 3.31784 1.38276
H -0.27926 4.67152 3.17480
H 0.19209 3.49183 4.40824
H 1.43177 4.29304 3.39143
C 1.50152 0.00361 3.36117
C 2.62202 -0.24536 4.37549
H 1.47822 -0.83477 2.66471
H 0.54230 -0.02427 3.89092
H 2.41219 -1.16660 4.96368
H 3.59228 -0.42175 3.88990
H 2.72574 0.57228 5.09734
C 2.93616 1.51718 1.05453
C 3.88503 2.69830 1.18530
H 2.67386 1.76098 -0.10103
H 3.47301 0.55517 1.09852
H 4.60614 2.59311 0.36077
H 3.34188 3.63488 1.04406
H 4.40236 2.68314 2.13899
C 0.35148 -3.91276 0.15442
P -0.23216 -2.62372 1.28890
C 0.93965 -3.00862 2.62399
C -1.74157 -3.57243 1.71658
C -1.73082 -4.47204 2.79553
C -2.74628 -5.42818 2.84288
C -3.80040 -5.40773 1.93059
C -3.87417 -4.37238 0.98669
C -2.85505 -3.43775 0.88361
H 1.32387 -3.63462 -0.24947
H -0.35714 -4.00400 -0.66693
H 0.42016 -4.86872 0.66994
H 0.48420 -2.80982 3.60297
H 1.12867 -4.08129 2.52982
H 1.90411 -2.49597 2.51982
H -0.97325 -4.40464 3.58031
H -2.69605 -6.20075 3.60746
H -4.56476 -6.18948 1.94423
H -4.71205 -4.30589 0.29969
H -2.93931 -2.57214 0.21917
*
```

Computed properties:
Kohn-Sham gap (alpha / beta)	0.2377 / 0.1178	Ha

---

Values of relative energy (zero: lowest compared OMol25 entry of this formula, charge and spin), in order: 20.57 0.00 140.31, all in kcal/mol.